ORCA calculation (ωB97M-V/def2-TZVPD) on a 2-piece molecular cluster, C4H11NO2 overall.

Each line ends with the Mulliken charge.
Geometry (Å):
O1 1.531 -1.098 -1.222  -0.4632
O2 0.713 -3.629 0.131  -0.6623
N1 0.997 1.693 0.733  -0.5702
C1 -1.096 0.524 -0.482  -0.3786
C2 -2.010 0.798 0.693  -1.2238
C3 0.383 0.524 0.132  0.1347
C4 1.271 0.026 -1.020  -0.2210
H1 -1.703 1.794 1.034  0.3074
H2 0.923 -2.775 -0.277  0.4006
H3 1.643 0.772 -1.793  0.2842
H4 1.560 -4.136 0.063  0.3070
H5 0.741 2.602 0.239  0.2365
H6 1.979 1.583 1.015  0.2394
H7 0.470 -0.276 0.912  0.2417
H8 -3.012 0.741 0.519  0.4294
H9 -1.759 0.171 1.553  0.3278
H10 -1.365 -0.528 -0.913  0.2814
H11 -1.267 1.215 -1.316  0.3291

## Properties
**Molecular weight**: 105.14 g mol⁻¹
**Calculated total energy**: -9910.3879 eV
**Charge**: 0
**2S+1**: 1
**E_HOMO**: -9.20 eV

=====

ORCA calculation (ωB97M-V/def2-TZVPD) on a 2-piece molecular cluster, C4H11NO2 overall.

Each line ends with the Mulliken charge.
Geometry (Å):
O1 0.445 -2.002 -0.013  -0.4607
O2 0.253 -2.057 -4.995  -0.6271
N1 0.702 0.312 0.059  -0.2444
C1 1.111 -0.994 -0.141  -0.1176
C2 0.168 2.048 1.796  -1.3276
C3 -1.381 0.103 1.434  -1.2120
C4 0.084 0.580 1.366  0.4774
H1 0.379 2.175 2.853  0.3070
H2 -1.556 -0.842 0.930  0.3515
H3 -0.729 2.640 1.607  0.3186
H4 0.483 -2.893 -5.387  0.3115
H5 0.963 2.489 1.183  0.3938
H6 -1.972 0.906 0.987  0.3013
H7 2.177 -1.273 -0.288  0.3982
H8 0.690 0.000 2.068  0.2583
H9 -0.689 -2.057 -5.206  0.3162
H10 -1.746 -0.085 2.449  0.3153
H11 0.617 0.949 -0.700  0.2401

## Properties
**Molecular weight**: 105.14 g mol⁻¹
**Calculated total energy**: -9910.5271 eV
**Charge**: 0
**2S+1**: 1
**E_HOMO**: -9.36 eV

=====

ORCA calculation (ωB97M-V/def2-TZVPD) on a 2-piece molecular cluster, C4H11NO2 overall.

Each line ends with the Mulliken charge.
Geometry (Å):
O1 -3.601 -1.440 -0.758  -0.4877
O2 2.295 1.541 -0.604  -0.5893
N1 1.433 -0.116 0.679  -0.1409
C1 2.633 -0.133 1.352  -1.0684
C2 1.377 0.850 -0.279  0.6744
C3 -3.477 -1.062 0.578  -0.4394
C4 0.171 0.781 -1.199  -0.7879
H1 3.216 0.708 1.243  0.3837
H2 3.301 -0.956 1.143  0.2947
H3 -4.350 -1.614 1.043  0.2377
H4 -3.501 0.018 0.830  0.2386
H5 0.486 0.740 -2.176  0.3549
H6 -0.161 1.732 -0.977  0.3576
H7 -0.702 -0.027 -1.062  -0.0877
H8 -2.734 -1.152 -1.226  0.2930
H9 -2.447 -1.367 0.963  0.1495
H10 0.529 -0.669 1.167  0.2717
H11 2.559 -0.019 2.479  0.3453

## Properties
**Molecular weight**: 105.14 g mol⁻¹
**Calculated total energy**: -9909.3978 eV
**Charge**: 0
**2S+1**: 1
**E_HOMO**: -9.93 eV

=====

ORCA calculation (ωB97M-V/def2-TZVPD) on a 2-piece molecular cluster, C4H11NO2 overall.

Each line ends with the Mulliken charge.
Geometry (Å):
O1 4.691 4.490 1.416  -0.6405
O2 -1.962 -2.734 -0.135  -0.6141
N1 -1.104 -0.661 0.138  0.0006
C1 -1.580 -1.703 -0.645  0.7849
C2 -0.182 0.330 -0.401  -0.9780
C3 -0.861 -1.026 1.545  -0.9211
C4 -1.646 -1.425 -2.127  -1.2235
H1 0.709 0.427 0.240  0.2882
H2 5.059 4.473 2.304  0.3218
H3 0.006 -0.499 1.932  0.3636
H4 -0.530 1.336 -0.120  0.3088
H5 -2.571 -1.802 -2.559  0.3146
H6 -0.742 -1.778 -2.615  0.2770
H7 -0.637 -2.072 1.580  0.3357
H8 4.807 3.608 1.048  0.3186
H9 -1.764 -0.859 2.122  0.2545
H10 -1.758 -0.352 -2.278  0.4104
H11 0.065 0.246 -1.446  0.3983

## Properties
**Molecular weight**: 105.14 g mol⁻¹
**Calculated total energy**: -9911.1101 eV
**Charge**: 0
**2S+1**: 1
**E_HOMO**: -9.24 eV

=====

ORCA calculation (ωB97M-V/def2-TZVPD) on C4H11NO2 as an isolated structure.

Each line ends with the Mulliken charge.
Geometry (Å):
O1 1.459 0.626 -1.528  -0.5678
O2 -1.115 -1.323 0.656  -0.6431
N1 -2.559 0.424 0.994  -0.3626
C1 0.862 -0.021 -0.419  0.4348
C2 1.907 -0.312 0.653  -1.5456
C3 -0.300 0.843 0.118  -0.8131
C4 -1.373 -0.103 0.635  0.6218
H1 -0.083 -1.426 -2.196  -0.1865
H2 -3.237 -0.166 1.457  0.2534
H3 2.339 0.608 1.064  0.4002
H4 -2.823 1.348 0.699  0.2058
H5 2.702 -0.922 0.226  0.3336
H6 -0.679 -1.859 -2.514  0.2054
H7 0.026 1.462 0.955  0.3327
H8 1.993 1.365 -1.207  0.3507
H9 1.432 -0.875 1.452  0.3526
H10 -0.732 1.467 -0.667  0.3761
H11 0.181 -1.139 -0.377  0.2517

## Properties
**Molecular weight**: 105.14 g mol⁻¹
**Calculated total energy**: -9909.7269 eV
**Charge**: 0
**2S+1**: 1
**E_HOMO**: -9.22 eV

=====

ORCA calculation (ωB97M-V/def2-TZVPD) on a 2-piece molecular cluster, C4H11NO2 overall.

Each line ends with the Mulliken charge.
Geometry (Å):
O1 3.144 -1.605 -1.843  -0.6228
O2 -2.247 1.777 0.010  -0.5679
N1 -0.141 1.004 0.215  -0.1351
C1 -0.843 -1.311 -0.296  -1.1920
C2 -1.043 1.925 -0.125  -0.0633
C3 -0.504 -0.285 0.803  0.5377
C4 0.588 -0.745 1.725  -1.5039
H1 2.321 -1.249 -2.163  0.3079
H2 -1.435 -0.163 1.358  0.2661
H3 0.071 -1.781 -0.665  0.2227
H4 0.958 -0.031 2.458  0.3859
H5 -0.680 2.852 -0.577  0.4007
H6 3.785 -1.107 -2.367  0.3147
H7 0.853 1.094 0.099  0.2460
H8 -1.372 -0.823 -1.109  0.3616
H9 0.332 -1.658 2.265  0.3739
H10 1.469 -1.066 1.147  0.3387
H11 -1.461 -2.101 0.127  0.3290

## Properties
**Molecular weight**: 105.14 g mol⁻¹
**Calculated total energy**: -9911.6823 eV
**Charge**: 0
**2S+1**: 1
**E_HOMO**: -9.74 eV

=====

ORCA calculation (ωB97M-V/def2-TZVPD) on a 2-piece molecular cluster, C4H11NO2 overall.

Each line ends with the Mulliken charge.
Geometry (Å):
O1 1.102 0.231 1.233  -0.5362
O2 1.034 1.560 -0.521  -0.5015
N1 -1.263 -0.507 -0.950  -0.4000
C1 1.746 0.813 0.405  0.7887
C2 -2.905 -2.089 0.118  -1.1151
C3 3.206 0.883 0.245  -0.9959
C4 -2.499 -0.642 -0.148  -0.2743
H1 0.070 1.539 -0.449  0.3332
H2 -1.325 -0.210 -1.907  0.2309
H3 -0.798 -1.397 -0.857  0.1560
H4 -3.244 -2.567 -0.818  0.2896
H5 -3.704 -2.131 0.931  0.3015
H6 -3.312 -0.182 -0.696  0.2934
H7 -2.418 -0.142 0.811  0.2010
H8 3.506 0.251 -0.580  0.2649
H9 3.458 1.885 -0.127  0.2964
H10 -2.010 -2.596 0.483  0.3442
H11 3.871 0.606 1.048  0.3232

## Properties
**Molecular weight**: 105.14 g mol⁻¹
**Calculated total energy**: -9911.4099 eV
**Charge**: 0
**2S+1**: 1
**E_HOMO**: -9.20 eV

=====

ORCA calculation (ωB97M-V/def2-TZVPD) on a 2-piece molecular cluster, C4H11NO2 overall.

Each line ends with the Mulliken charge.
Geometry (Å):
O1 -3.304 -0.142 -0.708  -0.4695
O2 1.853 4.190 0.536  -0.6367
N1 0.873 -0.740 -0.129  -0.3426
C1 -1.446 -0.651 0.735  -0.5978
C2 -2.861 -0.296 0.398  0.0301
C3 1.763 -1.726 -0.743  -0.8248
C4 -0.542 -0.830 -0.483  -0.4273
H1 2.050 -1.458 -1.763  0.2769
H2 -3.527 -0.193 1.275  0.3427
H3 -0.772 -0.212 -1.353  0.3153
H4 -0.724 -1.850 -0.852  0.2727
H5 2.640 -1.828 -0.108  0.2913
H6 -1.383 -1.449 1.470  0.3187
H7 1.413 4.582 1.310  0.3190
H8 -1.059 0.256 1.235  0.2640
H9 1.253 0.163 -0.374  0.2239
H10 1.281 -2.701 -0.754  0.3242
H11 2.491 4.886 0.307  0.3198

## Properties
**Molecular weight**: 105.14 g mol⁻¹
**Calculated total energy**: -9910.4721 eV
**Charge**: 0
**2S+1**: 1
**E_HOMO**: -8.68 eV

=====

ORCA calculation (ωB97M-V/def2-TZVPD) on a 3-piece molecular cluster, C4H11NO2 overall.

Each line ends with the Mulliken charge.
Geometry (Å):
O1 -0.310 2.186 -0.984  -0.6090
O2 -3.433 -2.327 1.027  -0.6311
N1 0.038 1.164 2.233  -0.6952
C1 0.112 0.376 1.070  -0.4854
C2 1.092 -0.390 0.576  0.0595
C3 2.020 -0.863 -1.688  -0.6314
C4 0.996 -0.871 -0.809  -0.3736
H1 -0.797 0.322 0.453  0.3240
H2 2.009 -1.333 -2.668  0.2774
H3 2.138 -0.388 0.915  0.3396
H4 0.521 1.677 -0.951  0.3401
H5 0.005 -0.777 -1.252  0.3301
H6 -0.105 2.765 -1.744  0.3085
H7 -3.234 -3.045 0.422  0.3158
H8 -3.445 -1.572 0.429  0.3138
H9 -0.928 1.309 2.503  0.2995
H10 0.362 2.088 1.941  0.2954
H11 2.959 -0.322 -1.474  0.2220

## Properties
**Molecular weight**: 105.14 g mol⁻¹
**Calculated total energy**: -9909.3160 eV
**Charge**: 0
**2S+1**: 1
**E_HOMO**: -8.41 eV

=====

ORCA calculation (ωB97M-V/def2-TZVPD) on a 2-piece molecular cluster, C4H11NO2 overall.

Each line ends with the Mulliken charge.
Geometry (Å):
O1 -0.637 -1.561 -1.372  -0.4651
O2 -1.948 -0.520 0.121  -0.5983
N1 -0.593 1.915 0.242  -0.7244
C1 -1.010 -1.278 -0.097  0.7268
C2 0.663 1.266 0.435  0.3363
C3 -0.581 -2.373 0.843  -1.0851
C4 1.671 1.607 -0.647  -1.2276
H1 1.048 1.527 1.427  0.3553
H2 -1.298 1.463 0.869  0.2943
H3 0.451 0.091 0.404  -0.2163
H4 -0.976 1.679 -0.671  0.2972
H5 -1.085 -0.953 -1.980  0.3563
H6 -1.168 -3.267 0.638  0.3406
H7 1.341 1.217 -1.609  0.2730
H8 -0.758 -2.069 1.870  0.3184
H9 1.772 2.687 -0.730  0.3407
H10 0.467 -2.611 0.671  0.3312
H11 2.643 1.180 -0.414  0.3467

## Properties
**Molecular weight**: 105.14 g mol⁻¹
**Calculated total energy**: -9911.3338 eV
**Charge**: 0
**2S+1**: 1
**E_HOMO**: -9.07 eV

=====

For each record above, in turn, the calculated frontier orbital gap values are 10.062 10.316 10.339 9.845 9.975 10.253 10.125 9.486 9.041 9.700 eV.
For each record above, in turn, the calculated energy above the lowest of the compared OMol25 structures with the same formula, charge and spin values are 1.8540 1.7147 2.8440 1.1318 2.5150 0.5596 0.8319 1.7697 2.9259 0.9081 eV.
For each record above, in turn, the calculated LUMO energy values are 0.9 1.0 0.4 0.6 0.8 0.5 0.9 0.8 0.6 0.6 eV.